Formula: C25H26F3N9O3Pt
Source: the OMol25 dataset
Level of theory: ωB97M-V/def2-TZVPD

```
67
Properties=species:S:1:pos:R:3:forces:R:3
Pt -0.7163 0.5772 -1.0013 0.0848 -0.0351 0.0316
N -2.6710 1.0338 -0.3826 -0.1546 -0.1063 0.0713
C -3.4387 2.0242 -1.1850 -0.0450 -0.0256 0.1188
C -2.7344 3.3755 -1.2870 0.2729 -0.3575 0.1522
C -1.6462 3.3296 -2.3892 -0.5886 0.3920 0.1324
O -1.9159 4.3161 -3.1564 0.2753 -0.0200 -0.2397
O -0.7533 2.5128 -2.4601 0.1769 -0.0259 -0.1387
H -3.1727 0.1463 -0.3519 -0.0208 0.0180 -0.0278
H -2.6311 1.3431 0.5871 0.0174 0.0400 -0.0253
H -4.4140 2.1692 -0.7188 0.0050 0.0092 -0.0153
H -3.6048 1.5999 -2.1742 -0.0077 0.0515 -0.0063
H -2.1614 3.6287 -0.3896 -0.1597 -0.0075 0.0958
H -3.4665 4.1613 -1.4530 0.0624 0.0567 -0.1177
N 2.5214 1.6042 -0.6684 0.0629 0.0065 0.1242
C 2.3474 0.5648 -1.5228 0.1086 -0.0333 -0.1462
N 3.4458 0.0562 -2.0380 -0.2412 0.0356 0.0279
C 3.2720 -0.9386 -2.9372 0.1299 -0.1159 -0.1316
N 4.3807 -1.5059 -3.4189 -0.0653 0.0074 0.0581
N 2.1020 -1.3725 -3.3985 -0.0717 0.1498 0.1990
C 1.0244 -0.8231 -2.8328 -0.0764 -0.1802 -0.1450
N 1.0982 0.1092 -1.7965 0.2745 0.0306 0.1310
C -0.2701 -1.1485 -3.2684 0.0377 -0.0062 0.0472
C -0.5379 -2.0173 -4.3542 0.0791 -0.0246 0.0051
C -1.8199 -2.3004 -4.7011 -0.0562 0.0286 0.0320
C -2.8832 -1.7309 -3.9446 -0.0054 -0.0433 -0.0287
C -2.5843 -0.8961 -2.9156 0.0868 0.0132 0.0303
N -1.3111 -0.5628 -2.5760 -0.2289 -0.0386 -0.1930
H 3.4600 1.9722 -0.7111 -0.0068 0.0365 0.0401
H 1.7867 2.2816 -0.5812 -0.0601 0.0394 -0.0579
H 5.2809 -1.1612 -3.1375 0.0053 0.0049 -0.0055
H 4.3028 -2.2075 -4.1335 0.0254 0.0078 -0.0133
H 0.3077 -2.4316 -4.8840 0.0083 0.0122 0.0025
H -2.0335 -2.9521 -5.5362 -0.0099 -0.0064 -0.0001
H -3.9154 -1.9545 -4.1679 -0.0040 0.0019 -0.0028
H -3.3834 -0.4776 -2.3196 0.0046 0.0131 -0.0206
F 0.7487 5.2762 7.1056 -0.0001 0.0040 0.0068
C 1.7615 4.7641 6.4124 -0.0044 0.0090 -0.0158
F 2.4184 3.8996 7.1886 0.0052 -0.0156 -0.0003
F 2.5963 5.7512 6.0797 0.0083 0.0095 -0.0012
C 1.2814 4.0592 5.1539 0.0037 0.0107 0.0466
C 2.2496 3.4700 4.3282 0.0132 -0.0187 -0.0188
C 1.8568 2.8248 3.1891 0.0240 -0.0348 -0.0454
C 0.4716 2.7603 2.8525 -0.0051 -0.0433 0.0694
C -0.4895 3.3659 3.7114 -0.0262 -0.0205 -0.0222
C -0.0828 4.0082 4.8505 -0.0212 -0.0059 -0.0270
C 0.0818 2.1051 1.6979 0.0613 0.1585 0.0471
C -0.1510 1.5434 0.6202 0.0466 -0.0255 -0.0659
H 3.2941 3.5287 4.6031 0.0055 -0.0005 -0.0105
H 2.5714 2.3511 2.5295 0.0179 0.0097 0.0167
H -1.5366 3.3047 3.4497 -0.0092 0.0174 0.0243
H -0.7970 4.4725 5.5151 -0.0105 -0.0020 -0.0065
N -0.9822 -1.3936 0.1715 -0.0904 0.0150 0.0851
C -0.3285 -2.3553 0.2676 0.0891 0.0536 -0.0313
N 0.4071 -3.4153 0.3765 -0.0981 -0.0941 0.0652
C 0.1984 -4.5545 -0.5502 0.1055 0.1394 -0.0614
C -0.6560 -5.5987 0.1427 -0.0503 -0.1192 -0.0046
O -0.0647 -5.9870 1.3656 0.0170 0.0348 0.0013
C 0.0299 -4.9069 2.2701 -0.0230 -0.0778 0.0727
C 0.9260 -3.8193 1.7061 0.0979 0.1031 -0.1223
H 1.1884 -4.9536 -0.7736 -0.0315 -0.0284 -0.0180
H -0.2490 -4.1822 -1.4707 -0.0402 -0.0257 -0.0004
H -0.7322 -6.4910 -0.4767 0.0181 0.0013 0.0207
H -1.6696 -5.2130 0.3185 0.0179 0.0415 -0.0154
H 0.4500 -5.2957 3.1965 0.0059 -0.0159 -0.0267
H -0.9697 -4.5049 2.4857 0.0110 0.0322 -0.0171
H 1.9354 -4.1982 1.5419 -0.0173 -0.0166 0.0380
H 0.9772 -2.9412 2.3473 -0.0358 -0.0235 0.0328
```
Forces are in eV/Å.

Calculated values
Relative energy (zero: lowest compared OMol25 entry of this formula, charge and spin) ... 5.8 kcal per mole
HOMO (spin up / spin down) ... -10.77 / -14.04 eV
Lowest unoccupied orbital energy (spin up / spin down) ... -0.225 / -0.348 Eh
⟨S²⟩ ... 6.0521
Orbital gap (spin up / spin down) ... 0.171 / 0.168 Ha
Charge ... +2
2S+1 ... 5